Record 1
Formula: C3H4N3
Source: OMol25
Level of theory: wB97M-V/def2-TZVPD

The total energy is -7633.2684 eV. For the HOMO energy (spin up / spin down), the calculation gives -12.42 / -16.62 eV. The lowest unoccupied orbital energy (spin up / spin down) comes out at -0.198 / -0.279 hartree.

ORCA input file:
```
! RIJCOSX wB97M-V def2-TZVPD def2/J DEFGRID3
* xyz 1 3
C 0.14098 0.28705 1.05435
C -0.17642 -1.80985 -0.52992
C -0.39740 0.33648 -1.25905
N -0.63527 -0.92311 -1.29611
N 0.46391 -0.93598 0.83408
N -0.28027 0.94983 -0.12551
H 0.26205 0.77877 1.96063
H -0.27217 0.93741 -2.06763
H 0.93886 -1.48952 1.54301
H -0.04428 1.86892 -0.11385
*
```

=====

Record 2
Formula: C2H2ClNO
Source: OMol25
Level of theory: wB97M-V/def2-TZVPD

The total energy is -18162.6747 eV. For the HOMO energy, the calculation gives -8.78 eV. The lowest unoccupied orbital energy comes out at 0.013 hartree. The structure (SMILES) is NC1=C(Cl)O1.

ORCA input file:
```
! RIJCOSX wB97M-V def2-TZVPD def2/J DEFGRID3
* xyz 0 1
N -1.16393 0.29024 -0.09012
C 0.07077 -0.19136 0.11251
C 1.36332 -0.19364 0.63996
Cl 2.48886 0.89202 -0.24633
O 0.50640 -1.40843 -0.25736
H -1.52629 1.09805 0.22053
H -1.73914 -0.48688 -0.37918
*
```

=====

What did we get for ΔE to the lowest compared entry with this formula, charge and spin? Answer: 22.2, 62.3 kcal per mole, in the order shown.